{
  "formula": "C22H45N2OP3RhSe",
  "method": "the ωB97M-V functional and the def2-TZVPD basis",
  "symbols": ["H", "H", "H", "C", "H", "H", "H", "C", "C", "C", "C", "C", "C", "H", "H", "H", "H", "C", "C", "C", "C", "H", "H", "Rh", "C", "C", "H", "H", "H", "O", "H", "H", "H", "H", "C", "C", "H", "N", "H", "H", "H", "Se", "H", "C", "H", "H", "H", "H", "H", "H", "H", "H", "C", "H", "H", "C", "H", "H", "H", "H", "P", "H", "H", "H", "H", "H", "P", "P", "C", "C", "C", "H", "N", "C", "H"],
  "xyz": [[-3.433, -1.705, 0.419], [-1.912, -2.494, 0.937], [-0.743, 5.137, -4.906], [-0.892, 2.022, -2.621], [1.871, 2.470, -2.109], [-4.096, 0.525, 0.812], [-1.845, -1.921, -4.173], [-1.987, -2.174, -3.119], [0.369, 2.122, 3.426], [-1.345, 4.353, -2.991], [-0.125, -5.137, 2.538], [0.344, -5.271, 1.272], [-1.442, 3.235, -2.170], [2.255, -2.985, -0.221], [3.399, 1.681, -2.561], [-2.542, 0.472, 3.453], [-1.540, -3.548, -1.543], [-0.632, 3.689, 1.233], [-2.336, -1.637, 0.402], [1.893, -0.726, -2.252], [-0.381, 3.008, -4.751], [2.987, 2.385, 1.505], [-2.570, -1.293, 3.173], [0.315, 0.423, 0.481], [2.747, 1.937, -1.714], [3.747, -0.205, -0.028], [-1.992, -1.679, -0.640], [-0.580, -3.761, -3.124], [4.148, 0.584, 0.620], [-0.712, 0.966, -1.759], [-1.274, -2.999, 4.282], [0.013, -4.016, 4.996], [-1.023, -0.475, 3.502], [0.906, -0.475, -2.660], [0.677, -3.126, 1.903], [-1.997, -0.371, 3.006], [3.289, 2.597, -1.027], [0.108, -3.828, 2.925], [2.656, -0.595, -3.029], [0.750, -3.409, -1.112], [-1.894, 3.293, -1.175], [1.301, -1.360, 2.089], [-1.672, 5.323, -2.612], [-0.444, 1.878, -3.946], [2.261, 3.703, 0.543], [3.505, -1.076, 0.598], [4.507, -0.482, -0.773], [-3.008, 1.509, -0.198], [-1.658, 3.307, 1.164], [-0.101, 0.893, -4.269], [0.779, 3.008, 3.925], [0.392, -6.132, 0.626], [-0.820, 4.247, -4.281], [-2.724, -1.570, -2.574], [-0.683, 2.003, 3.702], [-1.328, -3.197, -2.551], [-3.198, 1.885, 1.547], [2.317, 3.821, 2.326], [-0.379, 4.163, 0.275], [0.400, -2.381, 4.383], [2.239, 0.397, -0.861], [-0.583, 4.444, 2.031], [1.877, -1.768, -1.923], [1.963, -4.671, -0.748], [0.029, 2.909, -5.756], [-0.572, -5.848, 3.213], [-1.806, -0.093, 1.210], [0.548, 2.351, 1.622], [-3.148, 1.080, 0.803], [1.492, -3.751, -0.377], [-0.213, -3.274, 4.225], [-0.421, 1.287, -0.729], [0.854, -4.038, 0.897], [2.188, 3.137, 1.477], [0.922, 1.232, 3.742]],
  "forces_ev_per_angstrom": [[0.235, -0.171, 0.043], [-0.074, 0.096, -0.072], [-0.055, -0.260, 0.091], [0.082, -1.725, 2.064], [0.178, -0.108, 0.133], [0.120, 0.286, 0.042], [0.082, -0.050, 0.350], [0.287, -0.427, 0.358], [0.068, 0.266, -0.078], [-0.671, -0.326, 1.717], [0.211, 0.733, 0.174], [0.311, 0.795, 0.060], [-0.021, 1.656, -0.012], [-0.087, -0.224, -0.063], [-0.097, 0.122, 0.261], [0.141, -0.313, -0.021], [0.039, 0.156, -0.148], [0.090, 0.248, 0.062], [-0.361, -0.137, -0.005], [0.310, 0.050, -0.297], [0.327, -1.732, -0.228], [-0.233, 0.182, 0.064], [-0.038, 0.297, -0.005], [1.844, -2.864, 2.299], [0.143, -0.122, -0.053], [0.188, -0.083, -0.208], [-0.083, 0.185, 0.447], [-0.446, 0.133, 0.185], [-0.039, -0.209, -0.137], [-0.217, 2.308, -1.672], [0.283, -0.135, -0.028], [-0.036, 0.185, -0.163], [-0.368, 0.133, -0.175], [0.331, -0.194, 0.137], [-0.179, -2.015, -0.108], [-0.138, -0.130, 0.228], [-0.129, -0.162, -0.239], [0.149, 0.036, -0.853], [-0.093, -0.195, 0.049], [0.210, -0.068, 0.294], [0.240, 0.020, -0.452], [-0.262, 0.710, 0.011], [-0.044, -0.320, -0.204], [0.294, 0.267, -1.305], [-0.016, -0.079, 0.203], [0.196, 0.293, -0.316], [-0.105, 0.128, 0.235], [-0.071, -0.155, 0.255], [0.265, 0.080, 0.144], [-0.057, 0.399, -0.048], [-0.157, -0.227, 0.098], [0.011, 0.029, -0.018], [0.239, 0.436, -0.313], [0.180, -0.404, -0.269], [0.174, 0.046, -0.036], [-0.175, 0.481, -0.750], [-0.021, -0.200, -0.205], [0.124, -0.043, -0.283], [0.052, -0.090, 0.329], [-0.128, -0.276, 0.101], [-0.005, 0.014, -0.722], [-0.076, -0.100, -0.293], [0.018, 0.307, -0.160], [-0.073, 0.334, 0.135], [-0.132, 0.095, 0.224], [-0.023, -0.006, -0.054], [-0.760, -0.175, -0.307], [0.403, 0.627, 0.885], [-0.182, -0.149, 0.000], [0.084, -0.187, -0.444], [-0.238, 0.160, 0.667], [-1.448, 0.769, -2.446], [-0.460, 0.538, 0.589], [-0.069, 0.257, 0.239], [-0.039, 0.204, 0.019]],
  "e_tot_ev": -124764.7717,
  "homo_energy_ev": [-14.5225, -17.0330],
  "homo_lumo_gap_ev": [6.72, 5.02],
  "spin_multiplicity": 5,
  "molar_mass_g_mol": 628.4,
  "charge": 3,
  "e_lumo_ev": [-7.8, -12.0],
  "s2": 6.04,
  "e_above_lowest_kj_mol": 1.9
}

---

{
  "formula": "C22H45N2OP3SeW",
  "method": "the ωB97M-V functional and the def2-TZVPD basis",
  "symbols": ["P", "H", "H", "C", "H", "C", "C", "H", "H", "O", "H", "C", "H", "C", "H", "C", "C", "N", "C", "W", "H", "P", "H", "H", "H", "C", "H", "C", "H", "C", "H", "H", "H", "H", "H", "H", "H", "C", "Se", "H", "C", "H", "C", "H", "C", "C", "H", "C", "H", "H", "H", "H", "H", "H", "N", "H", "P", "H", "C", "H", "C", "H", "H", "H", "C", "H", "H", "H", "C", "H", "C", "H", "H", "H", "H"],
  "xyz": [[1.655, -1.554, -1.231], [2.810, -3.621, -1.834], [1.834, -1.921, -3.630], [-2.261, 1.584, 3.090], [-1.405, -3.069, 2.189], [-2.179, 3.212, -1.862], [0.145, -1.074, 3.692], [-2.714, 3.266, -2.820], [-1.460, 1.341, -2.064], [-3.136, 0.049, -3.521], [-0.128, -0.028, 3.891], [3.175, -0.613, -1.593], [1.840, 4.088, 1.284], [1.920, -2.866, 2.443], [3.297, -3.069, -0.206], [0.551, 3.509, 4.326], [-0.057, 2.507, 2.406], [-1.020, 2.306, 3.341], [-2.211, -2.441, -1.534], [0.124, -0.469, 0.239], [-2.990, -3.196, -1.357], [-1.705, -1.794, 0.089], [-2.667, -1.655, -2.163], [-4.011, -1.712, 0.751], [-2.737, 2.781, -1.035], [0.747, 0.976, -4.603], [2.888, -2.759, 2.959], [-0.639, 2.895, 4.546], [-0.299, 3.829, -0.937], [-3.215, -0.956, 0.662], [3.913, -0.783, -0.796], [-0.576, 4.253, -2.725], [-1.381, -2.914, -2.076], [-0.664, -3.891, 0.811], [3.200, 0.052, 1.629], [2.398, 4.738, 2.853], [2.983, 0.464, -1.664], [2.449, -3.203, -0.884], [-0.114, 1.832, 0.595], [3.160, -0.501, 3.353], [-0.947, 3.743, -1.822], [-2.116, 0.493, 3.150], [-1.449, 0.102, -5.306], [-1.242, 2.813, 5.434], [-1.048, 0.761, -2.926], [2.077, 3.833, 2.324], [-3.102, -0.448, 1.629], [0.261, 1.233, -3.343], [2.095, -3.356, 1.483], [2.207, 0.948, 2.794], [0.766, -3.148, -2.859], [-2.427, -3.873, 0.988], [1.766, 1.298, -4.870], [0.706, -1.500, 4.545], [0.889, 3.296, 2.988], [1.177, 4.082, 4.985], [1.184, -1.207, 2.191], [-3.000, 1.878, 3.845], [-1.518, -3.279, 1.121], [1.724, -3.911, -0.468], [2.570, -0.061, 2.526], [-3.510, -0.217, -0.099], [-2.008, -0.572, -5.954], [0.157, -1.500, -3.206], [-0.096, 0.308, -5.544], [1.232, -3.502, 3.022], [-2.644, 1.840, 2.093], [3.597, -0.970, -2.545], [1.033, -2.076, -2.886], [2.913, 3.119, 2.328], [-2.050, 0.427, -4.023], [-0.794, -1.630, 3.555], [0.849, 1.688, -2.542], [-1.112, -0.291, -2.693], [0.338, 0.087, -6.530]],
  "forces_ev_per_angstrom": [[2.971, -2.120, -2.558], [-0.106, 0.386, 0.136], [-0.231, -0.063, 0.481], [-0.622, -0.191, 0.095], [-0.119, 0.084, -0.218], [0.582, 1.144, -0.385], [-0.468, 0.303, -0.093], [0.061, -0.105, 0.523], [0.062, -0.684, -1.060], [1.357, 0.893, -2.214], [0.292, -0.318, 0.063], [0.195, 0.827, 0.306], [-0.019, 0.037, 0.319], [-0.171, -0.352, -0.692], [-0.168, -0.166, -0.097], [0.108, -0.196, -1.218], [0.049, 0.447, 1.322], [0.626, -0.049, -0.044], [0.233, 0.097, -0.645], [1.325, 1.088, -0.868], [0.168, 0.074, 0.171], [-4.380, -2.425, -0.052], [0.178, -0.044, 0.213], [0.227, 0.125, -0.068], [0.207, 0.026, 0.074], [0.300, 1.100, 2.172], [-0.435, 0.002, -0.071], [-0.240, -0.423, -1.032], [-0.505, 0.101, -0.467], [-0.234, 0.477, 0.195], [-0.208, 0.041, -0.199], [0.001, -0.383, 0.509], [-0.291, 0.079, 0.204], [-0.141, 0.046, -0.085], [0.011, -0.130, 0.365], [-0.156, -0.235, -0.195], [0.115, -0.201, -0.131], [-0.215, 0.101, 0.826], [-0.128, 1.872, 0.787], [-0.219, 0.334, -0.389], [-0.690, 0.641, -0.238], [0.080, 0.464, 0.134], [1.405, -0.815, -0.525], [-0.094, 0.107, 0.031], [-0.347, 0.928, 0.259], [0.648, 0.310, -0.269], [-0.023, -0.323, -0.355], [1.600, -0.697, -0.742], [0.083, -0.018, 0.364], [0.094, -0.572, 0.013], [0.157, 0.511, 0.093], [0.017, 0.034, -0.054], [-0.629, -0.204, -0.005], [-0.231, 0.228, -0.384], [-0.551, -0.731, 0.168], [0.077, 0.148, 0.041], [1.200, -0.595, 2.952], [0.188, -0.060, -0.244], [0.452, -0.239, 0.326], [0.181, 0.001, -0.092], [0.142, 0.347, -0.283], [0.053, -0.210, 0.153], [-0.213, 0.718, -0.274], [0.386, -0.249, -0.138], [-1.970, 0.209, -0.673], [0.260, 0.296, -0.098], [0.076, 0.062, 0.385], [-0.207, 0.039, 0.303], [-1.034, 0.276, -0.507], [-0.331, 0.118, 0.142], [-2.015, -1.429, 2.504], [0.339, 0.016, 0.201], [0.227, 0.329, -0.550], [1.011, -0.931, 0.871], [-0.357, -0.307, 0.506]],
  "e_tot_ev": -123564.4293,
  "homo_energy_ev": [-18.5237, -18.5779],
  "homo_lumo_gap_ev": [2.98, 3.77],
  "spin_multiplicity": 3,
  "molar_mass_g_mol": 709.3,
  "charge": 4,
  "e_lumo_ev": [-15.5, -14.8],
  "s2": 2.05,
  "e_above_lowest_kj_mol": 298.1
}

---

{
  "formula": "C22H45N2P3Se2Tc",
  "method": "the ωB97M-V functional and the def2-TZVPD basis",
  "symbols": ["H", "H", "C", "H", "H", "Tc", "C", "C", "H", "H", "H", "C", "H", "H", "H", "P", "H", "H", "H", "H", "H", "C", "H", "H", "N", "H", "C", "H", "C", "H", "C", "H", "H", "C", "C", "H", "H", "C", "C", "C", "P", "C", "H", "H", "C", "H", "H", "C", "H", "H", "H", "C", "C", "Se", "H", "H", "P", "H", "C", "C", "H", "H", "H", "H", "H", "H", "C", "H", "H", "C", "H", "H", "Se", "H", "N"],
  "xyz": [[-1.753, 1.686, -4.156], [-3.111, -2.962, 2.010], [0.911, -1.409, -3.103], [-3.610, -0.211, 3.961], [3.439, -2.261, 1.184], [0.211, -0.492, 0.179], [-0.421, 2.207, -2.577], [1.477, 2.733, -4.600], [2.370, -3.576, -0.308], [3.581, 0.584, 1.089], [2.100, -3.133, 1.992], [2.706, -2.223, 1.999], [3.714, -1.020, -0.526], [1.609, -1.934, -3.769], [-0.086, -1.853, -3.206], [1.464, -1.573, -1.378], [-0.074, 3.202, 5.389], [2.829, 3.226, -2.968], [1.500, 0.676, -0.486], [-2.510, -2.228, -1.087], [0.393, -4.248, 1.001], [0.602, 3.190, 2.705], [-2.603, 2.501, -7.204], [0.065, -1.342, 3.640], [-2.309, 1.445, 3.792], [-1.189, -4.518, 1.777], [3.025, 0.511, 2.030], [2.646, 1.504, 2.288], [-0.370, -3.794, 1.645], [0.862, -0.348, -3.380], [-2.529, -2.032, 1.969], [1.708, -1.012, 4.279], [-2.493, 1.896, 5.882], [0.909, 2.524, -2.272], [1.844, 2.872, -3.269], [-3.872, 0.858, 2.550], [2.181, 2.969, -5.400], [-3.432, 1.438, -5.548], [-3.609, 0.831, 3.614], [3.159, -0.847, -1.456], [1.662, -0.712, 1.880], [-1.913, -3.007, -0.597], [3.117, 0.236, -1.633], [3.246, -2.169, 2.954], [0.939, -0.680, 3.567], [0.416, 4.271, 2.758], [0.060, -3.569, 2.630], [-0.722, 2.635, 4.748], [3.685, -1.321, -2.294], [2.440, -3.655, -2.093], [3.708, 0.173, 2.820], [-1.410, 1.696, 2.803], [-0.748, 2.013, -3.908], [1.471, 2.369, -0.494], [0.625, 0.340, 3.823], [0.894, -3.949, -1.250], [-1.082, -2.274, 0.867], [1.568, 2.973, 3.168], [-1.887, 1.992, 4.996], [-2.914, 2.514, -6.157], [-3.180, -1.241, 1.582], [-4.327, 1.413, 4.208], [-3.888, 1.517, -4.553], [-2.573, -3.811, -0.242], [0.589, 2.865, 1.654], [-3.491, 0.461, -6.038], [1.821, -3.364, -1.233], [-0.112, 2.157, -5.963], [-2.225, -1.775, 2.990], [0.184, 2.284, -4.918], [-1.180, -3.412, -1.304], [-2.846, 3.485, -5.664], [-1.667, 1.179, 0.992], [-1.152, 2.058, -1.776], [-0.441, 2.473, 3.397]],
  "forces_ev_per_angstrom": [[0.026, -0.154, 0.031], [0.306, 0.094, -0.063], [-0.586, 0.276, 0.051], [0.003, 0.371, -0.023], [-0.157, -0.013, 0.249], [-2.497, 3.353, 1.215], [0.336, -0.341, 0.218], [-0.435, 0.110, -0.383], [-0.145, 0.001, -0.298], [-0.049, -0.002, 0.213], [0.242, 0.163, 0.003], [-0.316, -0.296, -0.383], [-0.104, -0.040, -0.318], [-0.097, 0.098, 0.269], [0.152, 0.061, -0.130], [2.616, -1.685, -1.918], [0.055, 0.123, 0.106], [-0.095, -0.197, -0.219], [0.370, 1.963, -0.246], [-0.006, -0.253, -0.025], [-0.180, 0.088, 0.218], [0.381, 0.236, -0.419], [-0.053, -0.141, 0.145], [0.272, 0.144, 0.031], [0.871, 0.182, -0.333], [0.216, 0.273, -0.056], [-0.304, 0.253, -0.354], [0.129, -0.232, -0.090], [0.183, 0.320, -0.099], [0.016, -0.198, 0.005], [-0.102, 0.385, 0.031], [-0.194, 0.107, -0.229], [0.118, 0.041, 0.053], [-0.207, 0.136, -0.896], [-0.441, -0.442, 0.454], [-0.078, 0.077, 0.425], [-0.201, -0.030, 0.258], [-1.799, -2.928, 1.618], [-0.695, -0.407, 0.104], [-0.057, 0.031, -0.041], [2.273, -0.471, 2.528], [0.118, 0.299, 0.072], [0.028, -0.342, -0.064], [-0.148, 0.071, -0.251], [-0.439, 0.104, -0.175], [0.030, -0.294, -0.033], [-0.144, -0.124, -0.250], [-0.151, -0.268, -0.733], [-0.029, 0.022, 0.226], [-0.126, 0.057, 0.215], [-0.201, 0.044, -0.134], [0.037, 0.857, 1.916], [0.442, 0.519, -0.339], [0.425, -1.578, 0.210], [0.099, -0.310, -0.028], [0.270, 0.074, -0.038], [-1.298, -2.673, 0.418], [-0.135, 0.138, -0.057], [-0.107, -0.136, -0.762], [1.138, 3.257, -1.909], [0.202, -0.188, 0.061], [0.085, -0.264, -0.328], [0.063, 0.030, -0.417], [0.149, 0.213, -0.227], [-0.018, 0.297, 0.711], [0.180, 0.248, 0.124], [-0.126, 0.066, 0.123], [0.304, -0.013, 0.270], [0.047, -0.020, -0.199], [0.022, -0.036, 0.135], [-0.267, 0.051, 0.124], [0.032, -0.209, 0.031], [0.633, -0.185, 0.037], [0.272, 0.037, -0.306], [-1.155, -0.796, -0.125]],
  "e_tot_ev": -187239.9655,
  "homo_energy_ev": [-19.1893, -19.0237],
  "homo_lumo_gap_ev": [6.90, 3.59],
  "spin_multiplicity": 4,
  "molar_mass_g_mol": 686.5,
  "charge": 4,
  "e_lumo_ev": [-12.3, -15.4],
  "s2": 3.77
}